(1)
A cluster of 7 separate species, C14H42O14 in total at a distorted geometry. Source: the OMol25 dataset; level of theory: ωB97M-V/def2-TZVPD.

Properties
Net charge ... 0
HOMO level ... -9.40 eV
SMILES string ... OCCO.OCCO.OCCO.OCCO.OCCO.OCCO.OCCO
Lowest unoccupied orbital energy ... 0.4 eV
Molecular weight ... 434.5 g/mol
Orbital gap ... 0.3604 Ha

Structure (XYZ):
```
70
Properties=species:S:1:pos:R:3:forces:R:3
O -16.4523 -18.5449 2.8223 -0.24 0.06 0.83
C -15.3887 -17.9204 3.5492 0.65 -0.99 0.15
C -14.8180 -18.8342 4.6778 -0.63 -0.64 -1.11
O -15.5786 -18.6634 5.8520 -0.27 0.64 0.28
H -17.2473 -18.4886 3.3576 -0.24 -0.14 -0.04
H -14.6919 -17.8069 2.7188 0.62 0.50 0.64
H -15.6942 -16.9655 3.9770 0.10 0.12 -0.15
H -13.7422 -18.7805 4.8448 0.14 0.74 0.03
H -14.9734 -19.8537 4.3248 0.00 -0.24 -0.29
H -15.3321 -19.3092 6.5181 0.09 -0.07 -0.09
O -13.3018 -21.4553 -1.0887 -0.31 -0.74 -0.08
C -12.8882 -22.6926 -1.6699 1.24 -0.38 -1.21
C -12.0274 -23.5434 -0.7489 -2.07 0.12 -0.10
O -10.7990 -22.9752 -0.4471 0.34 -0.16 0.00
H -13.8334 -21.0562 -1.7814 -0.08 0.56 0.18
H -13.7069 -23.2950 -2.0636 -0.44 0.06 0.38
H -12.2802 -22.4538 -2.5425 0.16 0.09 -0.25
H -11.9524 -24.5437 -1.1753 0.46 0.10 -0.24
H -12.6925 -23.6747 0.1046 0.36 -0.13 0.77
H -10.9716 -22.3920 0.2957 0.38 0.29 0.39
O -14.4717 -15.8465 0.8650 -0.12 0.62 1.04
C -15.5572 -15.4813 0.0305 -0.40 -0.61 0.65
C -16.8527 -16.2326 0.4044 1.53 -1.18 -0.55
O -16.5713 -17.6389 0.2030 -0.60 0.81 -0.38
H -13.9652 -16.6193 0.6044 -0.09 -0.21 -0.68
H -15.7605 -14.4278 0.2225 0.38 0.23 -0.40
H -15.2651 -15.7192 -0.9923 -0.44 0.38 -0.25
H -17.6784 -15.9312 -0.2401 0.00 -0.08 -0.03
H -17.1166 -16.0873 1.4520 -0.02 0.31 0.06
H -16.1682 -17.9278 1.0250 -0.23 -0.33 0.20
O -10.9870 -18.4547 -1.8961 1.55 -0.84 0.16
C -10.3632 -19.7721 -2.1053 -1.13 0.40 0.00
C -10.3336 -20.0734 -3.5879 -0.26 -0.64 -0.09
O -11.6720 -20.1357 -4.1284 0.23 0.62 0.29
H -11.7822 -18.3980 -2.4309 -0.16 -0.33 -0.19
H -9.3782 -19.8591 -1.6467 0.20 0.86 -0.27
H -10.9135 -20.5105 -1.5222 -0.40 -0.13 -0.42
H -9.9150 -21.0545 -3.8124 0.51 0.01 0.38
H -9.7660 -19.3099 -4.1198 0.11 0.07 0.11
H -11.6035 -19.6764 -4.9686 -0.41 -0.07 -0.12
O -9.7573 -22.4093 5.1489 -0.07 -0.40 0.94
C -9.7928 -22.0580 3.7998 -0.79 0.86 -0.23
C -9.3332 -20.6190 3.6209 -0.43 -0.33 -2.20
O -7.9847 -20.4677 3.9240 0.83 0.17 0.80
H -8.8381 -22.3666 5.4227 0.11 -0.19 0.13
H -9.2356 -22.7755 3.1974 0.40 0.25 -0.19
H -10.8248 -22.1291 3.4564 -0.17 -0.03 0.13
H -9.9436 -19.8244 4.0498 -0.30 -0.38 0.74
H -9.4112 -20.4011 2.5558 0.03 -0.10 -0.30
H -7.9376 -20.4001 4.8805 0.36 0.13 0.13
O -11.7972 -20.8321 1.0412 0.18 -0.46 0.02
C -12.5884 -19.9246 1.7601 0.43 1.19 0.32
C -11.9444 -18.5375 1.6479 -0.61 0.48 0.20
O -12.2176 -17.8729 0.3975 -0.17 -0.42 1.45
H -12.2437 -20.9580 0.2007 -0.33 0.00 -0.60
H -13.6165 -19.8559 1.4046 -0.10 -0.25 -0.22
H -12.6164 -20.2557 2.7983 0.03 0.12 0.20
H -10.8877 -18.6427 1.8938 0.28 0.01 -0.53
H -12.3123 -17.8567 2.4156 -0.36 -0.06 0.17
H -11.5233 -18.0594 -0.2387 0.22 -0.23 -0.58
O -7.8086 -15.0143 1.4819 -0.02 -0.07 -0.36
C -9.2437 -15.0589 1.4739 1.26 -0.96 0.31
C -9.7100 -15.0997 0.0420 -0.52 1.06 -0.09
O -9.4092 -13.8741 -0.6088 0.16 0.12 -0.43
H -7.4740 -14.9742 2.3808 -0.18 -0.01 0.07
H -9.5661 -15.9812 1.9570 -0.24 -0.16 0.19
H -9.5864 -14.2174 2.0760 -0.60 0.20 -0.38
H -10.7884 -15.2549 0.0101 -0.22 -0.22 0.21
H -9.2717 -15.8800 -0.5802 0.32 -0.08 0.44
H -9.8860 -13.1728 -0.1587 -0.03 0.06 0.01
```
Positions in Å, forces in eV/Å.

***

(2)
A cluster of 7 separate species, C14H42O7 in total at a distorted geometry. Source: the OMol25 dataset; level of theory: ωB97M-V/def2-TZVPD.

Properties
Net charge ... 0
HOMO level ... -9.69 eV
SMILES string ... CCO.CCO.CCO.CCO.CCO.CCO.CCO
Lowest unoccupied orbital energy ... 0.4 eV
Molecular weight ... 322.5 g/mol
Orbital gap ... 0.3704 Ha

Structure (XYZ):
```
63
Properties=species:S:1:pos:R:3:forces:R:3
C -15.3746 1.5909 12.4543 -0.87 -0.19 -0.15
C -14.9643 2.2260 13.7634 0.69 -0.10 -0.29
O -14.4021 1.2694 14.6618 -0.14 0.06 0.19
H -16.0068 0.7205 12.6552 0.14 -0.02 0.04
H -14.5493 1.2661 11.8212 0.17 0.09 0.13
H -16.0083 2.2670 11.8717 0.24 0.10 -0.01
H -15.8228 2.6673 14.2628 -0.02 -0.04 0.12
H -14.2249 3.0149 13.5850 -0.20 0.15 0.04
H -13.6357 0.8728 14.2377 -0.01 -0.01 -0.02
C -13.1910 7.0375 15.6655 0.26 1.77 0.72
C -12.2387 5.8853 15.6880 -0.65 -1.12 -0.99
O -13.0350 4.6701 15.7296 0.47 0.35 0.27
H -13.5964 7.2754 16.6544 -0.21 -0.47 -0.01
H -14.0117 7.0042 14.9537 0.06 -0.58 -0.10
H -12.6649 7.9760 15.4371 0.17 -0.25 -0.14
H -11.5288 5.9177 16.5178 -0.21 0.13 0.16
H -11.6646 5.8315 14.7581 0.14 0.28 0.08
H -12.4474 3.9559 15.4660 -0.12 -0.15 0.08
C -11.8606 7.8457 12.5504 -0.42 -0.20 -0.61
C -11.0992 7.7068 11.2335 0.59 0.09 0.81
O -10.4046 6.4702 11.1656 -0.36 -0.20 -0.32
H -12.7066 7.1530 12.5244 0.09 -0.07 0.25
H -12.2813 8.8442 12.6813 0.16 0.06 0.02
H -11.2191 7.5970 13.3938 0.04 0.09 0.06
H -10.3566 8.5117 11.1574 -0.20 0.13 -0.17
H -11.7872 7.7603 10.3931 0.07 -0.01 -0.14
H -10.0861 6.2314 12.0463 0.15 0.10 0.13
C -16.3265 5.1692 17.0921 0.32 1.13 -1.34
C -17.1447 3.9213 17.3488 0.52 -0.55 0.54
O -16.4239 2.9298 18.1092 -0.38 0.37 -0.16
H -16.7065 6.1121 17.4933 -0.22 -0.31 0.45
H -16.3094 5.3725 16.0112 0.01 -0.11 0.08
H -15.2667 5.1269 17.3422 -0.10 -0.47 0.31
H -17.4444 3.4623 16.4045 -0.17 0.10 -0.03
H -18.0399 4.1570 17.9191 -0.04 -0.13 0.05
H -15.7409 2.5848 17.5266 0.11 -0.05 0.04
C -7.1606 4.9371 12.3707 0.12 -0.30 0.07
C -8.1965 4.5298 13.4052 0.34 -0.32 0.32
O -9.0950 5.5929 13.6965 -0.35 -0.26 -0.08
H -6.3986 4.1656 12.2263 -0.14 -0.12 0.11
H -6.6308 5.8172 12.7379 -0.12 0.15 -0.22
H -7.6174 5.1131 11.3977 -0.03 0.29 0.07
H -7.6875 4.1931 14.3199 -0.03 0.23 -0.02
H -8.7853 3.6591 13.1059 -0.07 0.19 -0.31
H -8.7465 6.1200 14.4309 0.19 0.24 -0.13
C -14.5204 10.6111 14.7640 -0.09 0.05 -1.00
C -14.3727 11.4251 16.0287 -0.27 0.07 -0.09
O -13.3191 10.9043 16.8335 0.09 0.02 0.02
H -14.6199 9.5446 14.9598 0.00 0.01 0.16
H -13.6959 10.7499 14.0574 0.32 -0.08 0.43
H -15.3733 10.9158 14.1457 -0.21 0.07 0.45
H -15.3201 11.4386 16.5765 0.06 -0.13 0.06
H -14.1558 12.4707 15.7930 0.11 -0.04 -0.04
H -13.6711 10.6332 17.6833 -0.02 0.01 0.00
C -7.3911 5.4091 17.3314 -0.31 -0.64 -0.11
C -8.4751 6.3788 16.9259 0.06 0.46 0.50
O -8.0607 7.1546 15.7970 0.15 -0.17 -0.13
H -6.4765 5.8703 17.6944 -0.07 0.25 -0.02
H -7.1314 4.7392 16.5080 0.01 0.11 -0.03
H -7.8033 4.7737 18.1212 0.15 0.04 0.04
H -8.6974 7.0339 17.7755 0.01 0.05 -0.12
H -9.4060 5.8592 16.6853 0.12 -0.13 -0.07
H -8.3494 8.0671 15.8758 -0.11 -0.03 0.07
```
Positions in Å, forces in eV/Å.

***

(3)
A cluster of 7 separate species, C14H42O7 in total at a distorted geometry. Source: the OMol25 dataset; level of theory: ωB97M-V/def2-TZVPD.

Properties
Net charge ... 0
HOMO level ... -9.39 eV
SMILES string ... CCO.CCO.CCO.CCO.CCO.CCO.CCO
Lowest unoccupied orbital energy ... 0.2 eV
Molecular weight ... 322.5 g/mol
Orbital gap ... 0.3524 Ha

Structure (XYZ):
```
63
Properties=species:S:1:pos:R:3:forces:R:3
C -0.4819 2.7559 -4.0960 -0.26 0.63 0.13
C 0.5840 2.8054 -2.9862 -1.57 -0.69 -0.72
O 1.6303 1.9324 -3.3326 0.89 0.27 0.35
H -0.1639 3.2440 -5.0186 0.24 -0.08 0.04
H -1.3992 3.2671 -3.7855 0.03 -0.03 0.07
H -0.7511 1.7284 -4.3401 0.08 -0.08 0.11
H 0.0654 2.5139 -2.0636 0.30 -0.15 0.15
H 0.9149 3.8292 -2.8249 0.53 -0.12 -0.19
H 1.3133 1.0145 -3.3535 -0.31 0.32 0.03
C -2.0797 2.3773 0.3997 -0.24 -0.02 0.15
C -2.2616 3.6255 1.2483 -0.04 -0.29 -0.01
O -3.3731 4.4234 0.8503 0.19 0.14 -0.18
H -1.9531 2.6194 -0.6560 0.04 0.13 0.03
H -2.9410 1.7074 0.4722 0.02 -0.02 0.07
H -1.2011 1.8342 0.7416 0.00 -0.04 -0.06
H -1.3480 4.2143 1.1595 -0.23 0.33 0.03
H -2.3915 3.3759 2.3061 0.24 -0.17 0.00
H -4.1691 3.9832 1.1593 -0.03 0.01 -0.05
C 2.5907 -1.0424 3.9100 0.03 0.46 0.20
C 2.9263 0.4453 4.0198 0.30 -0.21 -0.17
O 1.8150 1.2233 4.3906 -0.31 0.08 0.00
H 3.5090 -1.6136 4.0490 -0.14 -0.25 -0.16
H 2.0946 -1.3081 2.9771 0.12 0.02 -0.08
H 1.8916 -1.2614 4.7194 0.13 -0.22 0.08
H 3.4093 0.8351 3.1126 -0.26 -0.13 -0.21
H 3.7103 0.5560 4.7748 -0.31 0.14 0.28
H 1.0252 0.9414 3.8769 0.68 0.18 0.07
C 1.4300 0.3486 -0.0254 -0.35 -0.32 -0.94
C 0.6482 -0.9363 0.0843 -0.25 -0.82 1.10
O -0.7683 -0.6936 0.0835 0.48 0.12 -0.13
H 1.2533 1.0580 0.7810 0.04 -0.21 0.21
H 1.1150 0.8249 -0.9559 0.27 0.15 0.01
H 2.4848 0.0864 -0.1023 0.09 0.27 0.11
H 0.8989 -1.4593 1.0217 0.02 0.23 0.10
H 0.8932 -1.6980 -0.6620 0.11 0.52 -0.47
H -1.1908 -1.4995 -0.2427 -0.38 0.04 0.25
C -1.3936 0.4433 5.0546 0.39 -0.23 0.52
C -1.4866 -0.0563 3.6312 -0.25 0.54 0.07
O -0.3694 0.4734 2.8899 -0.76 -0.67 0.00
H -2.1426 0.0277 5.7307 -0.25 -0.06 -0.33
H -1.4375 1.5285 5.1383 -0.03 0.03 -0.23
H -0.4387 0.1302 5.4839 0.07 0.10 -0.08
H -2.4019 0.2916 3.1422 -0.08 0.03 0.09
H -1.5114 -1.1481 3.5914 0.24 -0.05 0.04
H -0.5213 0.1230 1.9992 0.30 0.16 -0.22
C -0.7986 -4.4249 -1.5171 0.13 0.22 0.32
C -1.9469 -3.4952 -1.8548 -0.54 -0.86 -1.11
O -2.5419 -2.9769 -0.6800 0.66 0.30 0.44
H -0.0173 -3.8303 -1.0366 0.06 -0.21 0.13
H -0.3541 -4.8838 -2.4000 -0.14 0.19 -0.19
H -1.0900 -5.2432 -0.8595 -0.12 0.15 0.12
H -2.7300 -4.0266 -2.4125 0.20 -0.14 -0.01
H -1.5728 -2.7339 -2.5535 -0.07 0.34 0.38
H -3.4231 -2.6450 -0.8613 -0.04 0.06 -0.15
C 2.7079 -1.6913 -3.3516 0.70 -0.34 0.26
C 1.5136 -1.5401 -4.2561 -0.30 0.34 0.55
O 0.5287 -0.7190 -3.5784 0.23 -0.27 -0.20
H 3.4242 -2.4090 -3.7621 -0.15 0.00 -0.16
H 2.4604 -2.0588 -2.3547 -0.29 0.02 -0.08
H 3.2770 -0.7698 -3.2167 -0.28 0.18 -0.11
H 1.0163 -2.4941 -4.4516 0.39 -0.09 -0.23
H 1.8262 -1.0453 -5.1805 -0.18 -0.20 -0.09
H -0.3062 -0.8845 -4.0268 -0.07 0.28 0.09
```
Positions in Å, forces in eV/Å.

***

- Which formula does entry 3 have?
  C14H42O7

***

- Which of these has the lowest orbital gap?
  number 3